No. 1
Below is a molecular structure, C2H4LaO3, with properties calculated with the ωB97M-V functional and the def2-TZVPD basis.

```
! wB97M-V def2-TZVPD RIJCOSX def2/J DEFGRID3
* xyz 3 1
O 0.82208 1.55020 -0.03816
O 1.35771 -1.46863 -0.04609
C -0.33082 1.27074 0.24091
C -0.88270 -0.10775 0.08396
H -1.06828 2.06700 0.43678
H -1.73716 -0.09871 -0.60804
H -1.20336 -0.50050 1.06131
La 2.87293 0.31636 -0.14306
O 0.10885 -0.96294 -0.46219
H 0.06076 -2.06578 -0.52540
*
```

The value obtained for the HOMO-LUMO gap is 10.2 eV. The highest occupied orbital energy is -25.1 eV. The energy relative to the best compared isomer or geometry (same formula, charge and spin) comes out at 70.1 kcal/mol.

---

No. 2
Below is a molecular structure, C8H8N2O4STb, with properties calculated with the ωB97M-V functional and the def2-TZVPD basis.

```
! wB97M-V def2-TZVPD RIJCOSX def2/J DEFGRID3
* xyz 3 7
Tb 0.26214 -0.22109 -1.22459
O 0.31161 3.35893 -2.15962
C 0.29621 2.22252 -1.90398
C 0.26726 -2.55300 -2.41708
O 0.29671 -3.60239 -2.82730
C 2.63206 -0.22552 -2.29399
O 3.70265 -0.28161 -2.66089
C -2.13742 -0.26514 -2.11327
O -3.22012 -0.32058 -2.51854
H 0.28702 -0.04145 -5.32669
H 0.28971 -0.79091 -5.24069
C -0.55279 -1.34652 3.26141
N -0.35207 -0.08133 2.59853
C -0.62471 1.19781 3.04143
C -0.28229 2.04876 2.04070
N 0.22137 1.26598 1.00158
C 0.23750 -0.08546 1.40383
S 0.85863 -1.56386 0.74147
H -1.28123 -1.95065 2.70486
H 0.40366 -1.88167 3.33782
H -0.92812 -1.11052 4.24586
H -1.01560 1.32348 4.05390
H -0.33587 3.13643 2.04611
H 0.66369 1.76777 0.20915
*
```

The value obtained for the HOMO-LUMO gap (alpha / beta) is 6.5 / 6.8 eV. The highest occupied orbital energy (alpha / beta) is -20.2 / -20.2 eV. The expectation value of S² is 12.677.

---

No. 3
Below is 10 unconnected molecules or ions with the total composition C51H87Cl2FN2O31P2, with properties calculated with the ωB97M-V functional and the def2-TZVPD basis.

```
! wB97M-V def2-TZVPD RIJCOSX def2/J DEFGRID3
* xyz 0 1
C -0.09081 0.12900 9.25682
C -1.61343 -0.27071 8.72742
C -1.50861 -1.29072 7.41819
C -2.86117 -1.11522 6.46404
C -3.70647 -2.53080 6.28539
C -3.52329 -2.97106 4.70428
C -4.36847 -1.94451 3.69013
C -3.66770 -1.78285 2.21087
C -3.06986 -3.26224 1.75467
C -3.14322 -3.45201 0.09814
C -1.88978 -2.60534 -0.59403
C -2.47027 -2.04120 -2.05586
C -1.39254 -1.09765 -2.85817
O -0.47493 -0.53516 -1.84469
C -0.33473 0.92325 -1.97522
C -1.69773 1.72538 -1.46333
C -1.17145 3.07056 -0.68719
O -0.41754 4.00422 -1.54501
C 0.86678 4.40140 -0.90196
C 1.45816 5.64638 -1.83217
P 0.29206 1.51191 -3.69633
O -0.81018 2.72668 -4.28175
Cl 2.22865 2.44674 -3.50098
C -0.41519 -1.95838 -3.90745
N -0.47824 -3.42034 -3.52370
F -1.25313 -4.12403 -4.38651
C 0.88129 -4.08181 -3.48662
C 1.83340 -3.79119 -4.79018
C 2.98256 -4.94777 -5.06565
C 3.86392 -4.62173 -6.41208
C 4.37220 -3.05865 -6.53373
N 5.34532 -3.02741 -7.72056
P -1.13247 -1.86690 -5.71638
O -0.56170 -0.44831 -6.54920
Cl -3.27747 -1.70853 -5.49376
H -0.11169 1.27132 9.51451
H 0.70585 -0.12078 8.42667
H 0.10031 -0.44965 10.26233
H -2.16697 0.71206 8.36989
H -2.21097 -0.76294 9.63536
H -1.46059 -2.38960 7.82042
H -0.54716 -1.04425 6.78091
H -2.51566 -0.64717 5.43621
H -3.57968 -0.36394 7.02269
H -4.84327 -2.32603 6.47690
H -3.29583 -3.37315 6.98785
H -3.97285 -4.04492 4.49504
H -2.38029 -2.94388 4.45483
H -5.43800 -2.42917 3.55796
H -4.52058 -0.89894 4.20548
H -4.50298 -1.38682 1.46714
H -2.73222 -1.04416 2.22617
H -1.96150 -3.39577 2.13339
H -3.73070 -4.15452 2.18568
H -4.13930 -2.99363 -0.32315
H -3.09491 -4.59826 -0.13466
H -1.00491 -3.35193 -0.76835
H -1.64136 -1.73587 0.16088
H -3.38952 -1.34128 -1.75584
H -2.92960 -2.91527 -2.68502
H -1.97891 -0.25463 -3.42411
H 0.51531 1.24472 -1.20224
H -2.29170 1.04520 -0.68459
H -2.44160 1.98358 -2.32903
H -2.12429 3.63890 -0.29975
H -0.50775 2.72311 0.22904
H 1.64719 3.51008 -0.86989
H 0.69477 4.73094 0.22484
H 2.02406 6.44575 -1.18090
H 0.49586 6.12976 -2.34440
H 2.13974 5.23767 -2.71112
H -1.60900 2.21249 -4.60732
H 0.64389 -1.46480 -3.81336
H 1.37656 -3.84641 -2.44882
H 0.67608 -5.25778 -3.48377
H 1.22195 -3.54425 -5.77856
H 2.43969 -2.79375 -4.53920
H 3.73827 -4.88080 -4.14599
H 2.52100 -6.03319 -5.04134
H 3.23192 -4.85468 -7.37409
H 4.85549 -5.28490 -6.43579
H 3.51667 -2.29369 -6.78739
H 4.97576 -2.67803 -5.58810
H 5.15009 -2.21567 -8.34812
H 5.24675 -3.90871 -8.27896
H 0.45429 -0.55438 -6.55346
C 2.06564 -0.63403 2.67259
C 1.05469 -1.31347 1.80695
O 0.24907 -2.01381 2.73573
C 0.37780 -1.37378 3.93466
O -0.30776 -1.60590 4.91640
O 1.37258 -0.43997 3.89117
H 2.39423 0.32247 2.25693
H 2.94357 -1.26073 2.86120
H 0.42695 -0.60211 1.25995
H 1.51398 -2.00362 1.09392
C 6.37271 -7.17963 -3.40178
C 5.51863 -7.99318 -2.48435
O 5.53963 -7.25317 -1.27851
C 5.82848 -5.96096 -1.61082
O 5.76023 -5.01946 -0.83843
O 6.20246 -5.85991 -2.91979
H 6.05333 -7.25562 -4.44478
H 7.43243 -7.44690 -3.33350
H 4.48380 -8.06962 -2.83449
H 5.91647 -8.99975 -2.32879
C -1.61983 7.43648 1.14190
C -2.63078 6.75704 0.27626
O -3.43639 6.05670 1.20504
C -3.30767 6.69673 2.40397
O -3.99323 6.46461 3.38571
O -2.31289 7.63054 2.36049
H -1.29124 8.39298 0.72624
H -0.74190 6.80978 1.33051
H -3.25852 7.46840 -0.27074
H -2.17149 6.06689 -0.43677
C -4.58395 3.46799 3.39018
C -5.42776 3.25784 4.60543
O -6.25241 2.16624 4.24423
C -5.59659 1.48127 3.26220
O -5.93930 0.39087 2.83647
O -4.50732 2.17501 2.81984
H -3.58662 3.84319 3.63551
H -5.05170 4.14560 2.66827
H -4.83499 2.97825 5.48279
H -6.03164 4.13610 4.84967
C -1.50220 2.71388 6.20395
C -0.65686 3.58175 7.07870
O -1.28256 4.84728 6.98371
C -2.58183 4.62214 6.63032
O -3.45195 5.47685 6.62430
O -2.78025 3.31625 6.28575
H -1.53836 1.67877 6.55449
H -1.17243 2.72492 5.15981
H -0.66897 3.25879 8.12506
H 0.37985 3.63478 6.73509
C -3.83218 -5.86239 -4.92169
C -4.84975 -5.58044 -5.97908
O -5.21971 -6.87064 -6.42698
C -4.94095 -7.73862 -5.41082
O -5.28905 -8.90738 -5.38839
O -4.22313 -7.12795 -4.42325
H -3.84023 -5.11286 -4.12559
H -2.81802 -5.94015 -5.32730
H -5.73688 -5.07605 -5.58174
H -4.44166 -4.98650 -6.80149
C 4.38793 10.02604 -2.56289
C 3.37697 9.34660 -3.42853
O 2.57136 8.64626 -2.49975
C 2.70009 9.28630 -1.30082
O 2.01453 9.05417 -0.31908
O 3.69487 10.22010 -1.34430
H 4.71651 10.98254 -2.97855
H 5.26586 9.39934 -2.37428
H 2.74924 10.05796 -3.97553
H 3.83626 8.65646 -4.14156
C 2.84586 2.73549 11.75462
C 3.44033 4.06949 11.43835
O 2.98599 4.32460 10.12282
C 1.85162 3.58630 9.94452
O 1.10356 3.69339 8.98712
O 1.66334 2.71382 10.97738
H 2.61337 2.62457 12.81730
H 3.48927 1.90623 11.44244
H 3.07003 4.85972 12.09995
H 4.53308 4.05757 11.47590
C 5.74917 -2.64558 -12.64683
C 4.89508 -3.45913 -11.72940
O 4.91609 -2.71912 -10.52356
C 5.20493 -1.42691 -10.85587
O 5.13668 -0.48541 -10.08347
O 5.57891 -1.32586 -12.16484
H 5.42978 -2.72157 -13.68983
H 6.80888 -2.91285 -12.57855
H 3.86026 -3.53557 -12.07954
H 5.29293 -4.46569 -11.57383
*
```

Its SMILES is CCCCCCCCCCCC[C@@H](O[C@H](CCOCC)P(O)Cl)[C@@H](N(F)CCCCCN)P(O)Cl.O=C1OCCO1.O=C1OCCO1.O=C1OCCO1.O=C1OCCO1.O=C1OCCO1.O=C1OCCO1.O=C1OCCO1.O=C1OCCO1.O=C1OCCO1. The value obtained for the HOMO-LUMO gap is 8.7 eV. The highest occupied orbital energy is -8.6 eV.

---

No. 4
Below is 2 unconnected molecules or ions with the total composition C5H11O2, with properties calculated with the ωB97M-V functional and the def2-TZVPD basis.

```
! wB97M-V def2-TZVPD RIJCOSX def2/J DEFGRID3
* xyz -1 1
C -0.57524 -1.42865 2.46932
C -1.24279 -1.84914 1.12402
H 0.20591 -0.74107 2.14807
H -1.27802 -0.83892 3.07831
H -0.11239 -2.25915 2.98435
H -1.71317 -1.07206 0.52283
H -2.02715 -2.60935 1.30469
H -0.36462 -2.11477 0.53808
C 0.63247 1.69828 -0.96788
C 1.82525 0.79016 -1.30530
C -0.64039 1.37015 -1.89956
O -1.66137 2.05261 -1.61300
O -0.42292 0.74125 -2.94671
H 0.26234 1.81669 0.05440
H 0.84334 2.74413 -1.23311
H 2.49314 1.37815 -1.91185
H 1.50920 -0.02398 -1.94005
H 2.26640 0.34569 -0.40659
*
```

The value obtained for the HOMO-LUMO gap is 7.3 eV. The highest occupied orbital energy is -3.7 eV. The energy relative to the best compared isomer or geometry (same formula, charge and spin) comes out at 17.3 kcal/mol.